No. 1
DFT (ωB97M-V/def2-TZVPD) results for a molecular structure, C45H36NO6PSeSiY.

The relative energy (zero: lowest compared OMol25 entry of this formula, charge and spin) comes out at 0.9 kcal per mole. The value obtained for the total energy is -144585.7234 eV. As for the lowest unoccupied orbital energy: 0.08228 Ha. The calculation puts the HOMO-LUMO gap at 7.06 eV. As for the HOMO energy: -4.817 eV.

```
! wB97M-V def2-TZVPD RIJCOSX def2/J DEFGRID3
* xyz -1 1
Y -0.420 1.921 0.974
O 0.542 -0.381 0.378
C 1.411 0.493 1.283
C 1.264 0.056 2.697
C 2.327 -0.409 3.453
C 2.146 -0.757 4.784
C 0.915 -0.651 5.406
C -0.153 -0.165 4.674
C -0.006 0.206 3.331
O -1.019 0.716 2.649
N 3.287 -1.279 5.546
O 3.094 -1.630 6.699
O 4.370 -1.342 4.992
H 2.446 0.426 0.956
H 3.302 -0.533 3.000
H 0.808 -0.933 6.443
H -1.128 -0.046 5.129
O -3.885 4.276 -0.349
C -2.945 3.515 -0.422
O -2.421 2.823 0.547
C -2.235 3.269 -1.763
P -1.489 1.596 -1.659
C -0.861 1.269 -3.343
C -1.510 0.498 -4.301
C -0.961 0.339 -5.566
C 0.246 0.939 -5.889
C 0.910 1.701 -4.936
C 0.360 1.860 -3.675
C -2.964 0.545 -1.462
C -2.982 -0.386 -0.429
C -4.117 -1.149 -0.187
C -5.241 -0.988 -0.981
C -5.240 -0.051 -2.006
C -4.111 0.721 -2.235
H -1.414 3.989 -1.845
H -2.911 3.414 -2.605
H -2.438 -0.003 -4.060
H -1.476 -0.272 -6.297
H 0.672 0.808 -6.876
H 1.858 2.167 -5.173
H 0.887 2.456 -2.935
H -2.114 -0.510 0.209
H -4.121 -1.858 0.632
H -6.128 -1.579 -0.789
H -6.124 0.095 -2.614
H -4.130 1.474 -3.014
Se 0.936 4.278 1.049
C -0.332 5.014 2.291
C -1.093 4.204 3.136
C -2.018 4.739 4.016
C -2.188 6.114 4.096
C -1.433 6.936 3.269
C -0.524 6.393 2.373
H -0.988 3.121 3.127
H -2.608 4.076 4.637
H -2.905 6.540 4.786
H -1.558 8.012 3.315
H 0.047 7.043 1.722
C 0.827 -5.560 2.408
C 0.241 -4.377 2.829
C 0.362 -3.225 2.061
C 1.077 -3.229 0.863
C 1.636 -4.443 0.443
C 1.524 -5.594 1.207
Si 1.241 -1.741 -0.260
C 0.414 -2.230 -1.864
C 1.040 -2.132 -3.108
C 0.421 -2.597 -4.262
C -0.849 -3.149 -4.197
C -1.491 -3.258 -2.970
C -0.854 -2.821 -1.819
C 3.038 -1.357 -0.594
C 4.094 -2.106 -0.078
C 5.415 -1.757 -0.336
C 5.699 -0.647 -1.116
C 4.661 0.120 -1.633
C 3.347 -0.235 -1.372
H 0.739 -6.456 3.011
H -0.310 -4.342 3.761
H -0.107 -2.315 2.407
H 2.168 -4.495 -0.503
H 1.975 -6.518 0.866
H 2.030 -1.699 -3.183
H 0.929 -2.515 -5.214
H -1.336 -3.502 -5.098
H -2.481 -3.691 -2.908
H -1.351 -2.955 -0.865
H 3.889 -2.962 0.555
H 6.221 -2.346 0.084
H 6.728 -0.369 -1.310
H 4.879 0.999 -2.227
H 2.546 0.381 -1.767
*
```



No. 2
DFT (ωB97M-V/def2-TZVPD) results for a molecular structure, C45H37AgIN9OP in a non-equilibrium geometry.

The value obtained for the total energy is -84107.4137 eV. As for the lowest unoccupied orbital energy: -0.11477 Ha. The calculation puts the HOMO-LUMO gap at 7.23 eV. As for the HOMO energy: -10.356 eV.

```
! wB97M-V def2-TZVPD RIJCOSX def2/J DEFGRID3
* xyz 1 1
Ag 0.609 0.160 -1.104
I 2.162 -0.026 1.071
C 1.518 -3.261 -1.030
C 1.890 -3.579 0.243
C 1.972 -4.969 0.537
C 1.718 -5.974 -0.371
C 1.353 -5.655 -1.704
C 1.051 -6.461 -2.832
C 0.704 -5.875 -4.029
C 0.629 -4.470 -4.237
C 0.930 -3.677 -3.167
P 1.235 -2.026 -2.393
C 2.804 -1.484 -3.062
C 3.950 -1.554 -2.279
C 5.182 -1.297 -2.859
C 5.259 -0.953 -4.202
C 4.111 -0.876 -4.978
C 2.877 -1.150 -4.414
C -0.168 -1.003 -2.910
C -1.447 -1.576 -2.811
C -2.542 -0.892 -3.287
C -2.387 0.378 -3.844
C -1.134 0.955 -3.934
C -0.011 0.277 -3.465
C 1.267 -4.290 -1.953
H 2.119 -2.851 1.009
H 2.252 -5.235 1.548
H 1.796 -7.008 -0.060
H 1.092 -7.540 -2.756
H 0.483 -6.515 -4.874
H 0.338 -4.085 -5.206
H 3.879 -1.807 -1.228
H 6.085 -1.371 -2.267
H 6.221 -0.747 -4.654
H 4.178 -0.623 -6.028
H 1.983 -1.135 -5.024
H -1.558 -2.565 -2.383
H -3.523 -1.345 -3.241
H -3.250 0.911 -4.223
H -1.018 1.933 -4.384
H 0.974 0.691 -3.629
C -4.666 -1.517 1.675
N -3.367 -1.501 1.014
C -2.727 -0.484 0.421
N -1.487 -0.833 0.139
C -1.419 -2.106 0.610
N -2.537 -2.546 1.139
C -4.469 -1.362 3.170
C -4.732 -2.398 4.053
C -4.447 -2.252 5.405
C -3.872 -1.088 5.883
C -3.599 -0.049 4.996
C -3.915 -0.186 3.649
C -2.945 1.168 5.447
N -2.627 1.538 6.645
N -1.995 2.749 6.534
C -1.974 3.051 5.276
O -2.563 2.088 4.528
C -1.412 4.222 4.624
C -0.964 5.297 5.384
C -0.436 6.403 4.741
C -0.348 6.438 3.358
C -0.798 5.367 2.593
C -0.731 5.477 1.086
N -0.842 4.218 0.373
C -0.014 3.166 0.359
N -0.453 2.267 -0.499
C -1.595 2.825 -0.981
N -1.865 4.004 -0.476
C -1.331 4.260 3.231
H -5.154 -2.462 1.449
H -5.258 -0.698 1.269
H -3.172 0.477 0.213
H -0.532 -2.713 0.571
H -5.147 -3.329 3.686
H -4.656 -3.066 6.087
H -3.623 -0.965 6.928
H -3.695 0.630 2.970
H -1.040 5.250 6.462
H -0.090 7.249 5.321
H 0.072 7.312 2.874
H 0.202 5.964 0.798
H -1.552 6.091 0.720
H 0.875 3.074 0.965
H -2.228 2.360 -1.718
H -1.696 3.416 2.661
C 5.941 2.573 -2.158
C 4.818 2.467 -1.121
C 3.543 2.057 -1.678
N 2.528 1.692 -2.071
H 6.875 2.808 -1.652
H 5.734 3.360 -2.881
H 6.063 1.636 -2.694
H 4.676 3.431 -0.628
H 5.065 1.741 -0.342
*
```



No. 3
DFT (ωB97M-V/def2-TZVPD) results for a molecular structure, C45H37CsIN3O2P in a non-equilibrium geometry.

The relative energy (zero: lowest compared OMol25 entry of this formula, charge and spin) comes out at 8.0 kcal per mole. The value obtained for the total energy is -73771.8979 eV. As for the lowest unoccupied orbital energy: 0.06203 Ha. The calculation puts the HOMO-LUMO gap at 6.47 eV. As for the HOMO energy: -4.783 eV.

```
! wB97M-V def2-TZVPD RIJCOSX def2/J DEFGRID3
* xyz -1 1
Cs -0.725 -1.105 0.753
C -5.768 -1.264 2.077
C -5.236 -0.085 2.843
C -6.037 1.029 3.086
C -5.553 2.139 3.764
C -4.238 2.130 4.214
C -3.410 1.036 3.984
C -1.990 1.026 4.488
C -3.905 -0.084 3.290
N -3.003 -1.097 2.947
C -3.199 -2.324 3.410
O -4.106 -2.758 4.144
C -2.080 -3.326 3.069
C -1.731 -4.228 4.067
C -0.696 -5.119 3.836
C -0.057 -5.110 2.609
C -0.460 -4.188 1.653
N -1.449 -3.303 1.877
C 0.263 -4.263 0.304
O 0.221 -5.360 -0.281
N 0.923 -3.164 -0.046
C 1.779 -3.243 -1.156
C 3.126 -3.584 -0.960
C 3.582 -3.992 0.411
C 4.014 -3.531 -2.030
C 3.587 -3.158 -3.299
C 2.246 -2.858 -3.495
C 1.337 -2.898 -2.441
C -0.125 -2.630 -2.686
H -6.708 -1.010 1.585
H -5.916 -2.120 2.737
H -5.050 -1.584 1.318
H -7.059 1.022 2.720
H -6.189 2.999 3.937
H -3.840 2.988 4.748
H -1.759 1.961 5.004
H -1.268 0.897 3.677
H -1.817 0.193 5.173
H -2.295 -4.208 4.989
H -0.396 -5.823 4.604
H 0.728 -5.812 2.360
H 3.244 -3.276 1.161
H 4.671 -4.070 0.453
H 3.153 -4.960 0.689
H 5.056 -3.785 -1.860
H 4.287 -3.114 -4.125
H 1.888 -2.583 -4.482
H -0.302 -2.397 -3.738
H -0.508 -1.795 -2.099
H -0.712 -3.511 -2.411
I -1.737 2.482 0.878
C -1.114 4.202 -0.132
C -1.960 5.242 0.129
C -1.729 6.536 -0.387
C -0.628 6.754 -1.141
C 0.274 5.700 -1.439
C 1.407 6.018 -2.225
C 2.311 5.064 -2.559
C 2.090 3.742 -2.131
C 1.015 3.362 -1.373
P 0.887 1.515 -1.072
C 2.586 1.159 -0.482
C 3.214 -0.065 -0.716
C 4.420 -0.370 -0.091
C 5.009 0.531 0.780
C 4.382 1.745 1.038
C 3.183 2.054 0.415
C 0.835 0.977 -2.828
C -0.446 0.914 -3.381
C -0.629 0.583 -4.717
C 0.470 0.285 -5.514
C 1.745 0.325 -4.968
C 1.927 0.671 -3.635
C 0.055 4.364 -0.968
H -2.822 5.070 0.758
H -2.423 7.336 -0.161
H -0.411 7.740 -1.538
H 1.532 7.044 -2.552
H 3.180 5.302 -3.160
H 2.807 2.985 -2.429
H 2.767 -0.806 -1.371
H 4.882 -1.330 -0.287
H 5.945 0.287 1.267
H 4.824 2.452 1.730
H 2.708 3.003 0.627
H -1.308 1.124 -2.755
H -1.630 0.539 -5.128
H 0.331 0.008 -6.552
H 2.605 0.075 -5.578
H 2.930 0.684 -3.224
*
```



No. 4
DFT (ωB97M-V/def2-TZVPD) results for a molecular structure, C45H37N2OP2S3Zr.

The relative energy (zero: lowest compared OMol25 entry of this formula, charge and spin) comes out at 0.0 kcal per mole. The value obtained for the total energy is -104635.1214 eV. As for the lowest unoccupied orbital energy: -0.34677 Ha. The calculation puts the HOMO-LUMO gap at 6.12 eV. As for the HOMO energy: -15.561 eV.

```
! wB97M-V def2-TZVPD RIJCOSX def2/J DEFGRID3
* xyz 3 1
Zr 0.352 -0.515 -0.127
C -0.181 -0.913 4.651
N -0.109 -0.727 3.193
P -0.427 -1.860 2.006
C -1.736 -2.964 2.453
C -3.057 -2.554 2.247
C -4.094 -3.378 2.650
C -3.813 -4.601 3.248
C -2.500 -5.012 3.445
C -1.454 -4.197 3.048
C 1.076 -2.778 1.590
C 2.297 -2.639 2.254
C 3.419 -3.288 1.765
C 3.337 -4.061 0.615
C 2.133 -4.190 -0.063
C 0.998 -3.544 0.411
P 0.574 0.600 2.387
C 2.196 0.953 3.063
C 2.307 1.447 4.366
C 3.559 1.664 4.917
C 4.700 1.402 4.168
C 4.595 0.922 2.868
C 3.345 0.693 2.316
C -0.476 2.014 2.698
C 0.057 3.306 2.693
C -0.785 4.398 2.834
C -2.153 4.205 2.976
C -2.688 2.922 2.974
C -1.854 1.826 2.828
H -0.838 -1.754 4.870
H -0.607 -0.019 5.105
H 0.804 -1.103 5.077
H -3.274 -1.603 1.774
H -5.119 -3.071 2.494
H -4.626 -5.243 3.561
H -2.296 -5.966 3.911
H -0.430 -4.518 3.200
H 2.365 -2.038 3.152
H 4.361 -3.208 2.291
H 4.218 -4.578 0.259
H 2.068 -4.812 -0.947
H 0.036 -3.690 -0.076
H 1.418 1.671 4.944
H 3.648 2.042 5.926
H 5.676 1.578 4.601
H 5.488 0.730 2.289
H 3.267 0.314 1.300
H 1.126 3.456 2.604
H -0.374 5.398 2.847
H -2.807 5.058 3.096
H -3.753 2.781 3.095
H -2.274 0.826 2.836
O -1.265 0.260 -0.746
C -0.918 0.631 -2.123
C 0.335 1.497 -1.929
C 0.671 2.107 -0.720
C 1.891 2.837 -0.799
C 2.433 2.787 -2.045
S 1.489 1.855 -3.132
C -0.579 -0.724 -2.754
C -0.845 -1.947 -2.164
C -0.404 -3.046 -2.955
C 0.177 -2.636 -4.112
S 0.176 -0.933 -4.271
C -2.025 1.346 -2.812
C -2.981 0.806 -3.626
C -3.925 1.770 -4.057
C -3.659 3.011 -3.562
S -2.279 3.028 -2.562
H -0.030 2.206 0.103
H 2.314 3.404 0.017
H 3.328 3.274 -2.402
H -1.496 -2.059 -1.298
H -0.551 -4.083 -2.694
H 0.576 -3.246 -4.909
H -3.014 -0.237 -3.912
H -4.755 1.556 -4.713
H -4.204 3.925 -3.737
N 2.346 -0.808 -1.074
C 3.312 -0.974 -1.686
C 4.495 -1.167 -2.431
C 5.393 -0.100 -2.574
C 6.547 -0.296 -3.305
C 6.798 -1.535 -3.887
C 5.903 -2.591 -3.743
C 4.745 -2.418 -3.014
H 5.182 0.855 -2.112
H 7.255 0.513 -3.426
H 7.705 -1.679 -4.460
H 6.115 -3.546 -4.203
H 4.037 -3.227 -2.893
*
```



No. 5
DFT (ωB97M-V/def2-TZVPD) results for a molecular structure, C45H37N2OP2S3Zr.

The relative energy (zero: lowest compared OMol25 entry of this formula, charge and spin) comes out at 120.5 kcal per mole. The value obtained for the total energy is -104629.8977 eV. As for the lowest unoccupied orbital energy: -0.36782 Ha. The calculation puts the HOMO-LUMO gap at 5.06 eV. As for the HOMO energy: -15.069 eV.

```
! wB97M-V def2-TZVPD RIJCOSX def2/J DEFGRID3
* xyz 3 1
Zr -0.667 -1.234 -0.432
C 0.723 1.212 2.248
N -0.198 1.255 1.095
P 2.020 0.218 -0.522
C 3.174 1.574 -0.576
C 4.213 1.425 0.353
C 5.229 2.367 0.416
C 5.204 3.463 -0.430
C 4.166 3.628 -1.346
C 3.157 2.688 -1.425
C 1.699 -0.480 -2.172
C 1.424 -1.861 -2.199
C 1.206 -2.518 -3.410
C 1.295 -1.814 -4.599
C 1.572 -0.449 -4.582
C 1.762 0.216 -3.383
P -3.019 -0.792 0.007
C -2.847 -0.169 -1.672
C -2.964 1.173 -2.085
C -2.564 1.541 -3.350
C -2.002 0.606 -4.232
C -1.892 -0.712 -3.852
C -2.329 -1.116 -2.577
C -3.937 0.360 1.036
C -3.405 0.745 2.269
C -4.136 1.579 3.101
C -5.389 2.027 2.702
C -5.923 1.633 1.482
C -5.207 0.787 0.649
H 1.674 1.700 2.032
H 0.862 0.170 2.528
H 0.206 1.737 3.052
H 4.227 0.567 1.017
H 6.038 2.245 1.124
H 5.996 4.199 -0.383
H 4.158 4.486 -2.004
H 2.366 2.831 -2.147
H 1.517 -2.475 -1.300
H 1.025 -3.585 -3.414
H 1.171 -2.329 -5.543
H 1.660 0.092 -5.515
H 2.011 1.267 -3.399
H -3.397 1.902 -1.410
H -2.700 2.566 -3.673
H -1.713 0.906 -5.231
H -1.539 -1.450 -4.559
H -2.456 -2.177 -2.374
H -2.439 0.364 2.580
H -3.740 1.866 4.067
H -5.963 2.672 3.354
H -6.908 1.968 1.189
H -5.637 0.456 -0.289
O -0.143 -1.944 1.233
C 0.479 -3.124 1.820
C -0.314 -3.497 3.046
C -1.502 -2.958 3.445
C -2.030 -3.601 4.601
C -1.230 -4.612 5.031
S 0.174 -4.782 4.069
C 0.353 -4.166 0.719
C 1.092 -5.232 0.353
C 0.616 -5.862 -0.857
C -0.456 -5.255 -1.403
S -1.007 -3.972 -0.371
C 1.910 -2.777 2.140
C 2.350 -2.185 3.288
C 3.736 -1.869 3.252
C 4.318 -2.233 2.076
S 3.193 -2.940 1.001
H -1.991 -2.143 2.930
H -2.958 -3.328 5.080
H -1.381 -5.265 5.876
H 1.955 -5.581 0.903
H 1.069 -6.748 -1.279
H -1.040 -5.557 -2.258
H 1.714 -2.021 4.147
H 4.281 -1.448 4.084
H 5.361 -2.182 1.802
N 0.306 0.908 -0.393
C -0.109 2.117 0.095
C -0.270 3.450 -0.236
C -0.170 3.865 -1.586
C -0.356 5.189 -1.891
C -0.640 6.096 -0.863
C -0.761 5.696 0.470
C -0.587 4.371 0.792
H 0.018 3.131 -2.360
H -0.293 5.534 -2.913
H -0.783 7.141 -1.111
H -0.995 6.421 1.236
H -0.690 4.030 1.814
*
```